{"formula": "C33H69N7O9", "method": "the ωB97M-V functional and the def2-TZVPD basis", "elements": ["C", "C", "C", "C", "C", "C", "O", "C", "C", "C", "C", "C", "C", "N", "C", "N", "C", "C", "C", "C", "C", "C", "C", "C", "C", "C", "C", "C", "C", "C", "C", "N", "C", "H", "H", "H", "H", "H", "H", "H", "H", "H", "H", "H", "H", "H", "H", "H", "H", "H", "H", "H", "H", "H", "H", "H", "H", "H", "H", "H", "H", "H", "H", "H", "H", "H", "H", "H", "H", "H", "H", "H", "H", "H", "H", "H", "H", "H", "H", "H", "H", "H", "H", "H", "H", "H", "H", "H", "H", "H", "C", "N", "O", "O", "H", "H", "H", "C", "N", "O", "O", "H", "H", "H", "C", "N", "O", "O", "H", "H", "H", "C", "N", "O", "O", "H", "H", "H"], "coordinates": [[-2.5020, -2.3664, -4.3328], [-2.2913, -1.2041, -4.3468], [-2.0437, 0.2475, -4.3909], [-0.9608, 0.6445, -5.4069], [0.3838, -0.0800, -5.2726], [1.2822, 0.3391, -4.0934], [0.6900, 1.3705, -3.3128], [0.9604, 1.4082, -1.9081], [0.1592, 0.3875, -1.1225], [-0.1300, -0.8737, -1.4570], [2.4926, 1.2909, -1.6161], [3.0263, 0.0035, -0.9805], [2.8150, -0.0851, 0.5369], [3.4443, 0.9828, 1.3288], [0.5237, 2.8179, -1.4852], [-0.9191, 3.0497, -1.5200], [-1.3209, 3.8069, -0.3174], [-1.1374, 3.0565, 0.9907], [-2.1060, 1.8967, 1.2244], [-1.7453, 1.1189, 2.4971], [-2.1116, -0.3638, 2.4292], [-1.0967, -1.1792, 1.6177], [-1.5250, -2.6446, 1.4319], [-0.5825, -3.6801, 2.0442], [0.8512, -3.6324, 1.5047], [1.9015, -4.1736, 2.4716], [2.0237, -3.4817, 3.8383], [2.0595, -1.9412, 3.8221], [0.8925, -1.2489, 4.5511], [1.2224, -0.9345, 6.0101], [-1.2804, 3.8293, -2.7209], [-2.6850, 4.0171, -2.9515], [-3.4715, 2.7918, -2.9725], [-2.7558, -3.4079, -4.2878], [-2.9857, 0.7402, -4.6631], [-1.7868, 0.5992, -3.3853], [-0.8071, 1.7258, -5.3660], [-1.3496, 0.4210, -6.4077], [0.2077, -1.1575, -5.2399], [0.9366, 0.1118, -6.1971], [1.5294, -0.5177, -3.4636], [2.2315, 0.7103, -4.4979], [-0.2005, 0.7527, -0.1591], [0.1734, -1.3310, -2.3942], [-0.7302, -1.5054, -0.8059], [2.7435, 2.1131, -0.9361], [3.0303, 1.5088, -2.5424], [4.1044, -0.0709, -1.1768], [2.5675, -0.8783, -1.4349], [3.2123, -1.0512, 0.8730], [1.7445, -0.0996, 0.7652], [2.7798, 1.7204, 1.5295], [4.2004, 1.4182, 0.8124], [1.0664, 3.5207, -2.1385], [0.8909, 2.9895, -0.4729], [-0.7376, 4.7435, -0.2733], [-2.3775, 4.0676, -0.4135], [-0.1079, 2.6873, 1.0762], [-1.2610, 3.7730, 1.8130], [-3.1109, 2.3226, 1.3254], [-2.1027, 1.2199, 0.3641], [-0.6591, 1.2009, 2.6479], [-2.2080, 1.5883, 3.3726], [-2.1840, -0.8033, 3.4213], [-3.0741, -0.4750, 1.9152], [-0.9860, -0.6952, 0.6396], [-0.1129, -1.1228, 2.0976], [-2.5178, -2.7817, 1.8778], [-1.6419, -2.8833, 0.3672], [-0.9950, -4.6726, 1.8226], [-0.5918, -3.5970, 3.1388], [1.1206, -2.6227, 1.1759], [0.8949, -4.2576, 0.6034], [2.8843, -4.1543, 1.9859], [1.6786, -5.2340, 2.6542], [1.2151, -3.8229, 4.4978], [2.9488, -3.8500, 4.2906], [2.1304, -1.5717, 2.7939], [2.9879, -1.6256, 4.3133], [0.6004, -0.3264, 4.0349], [0.0070, -1.8994, 4.5209], [0.3894, -0.4344, 6.5107], [1.4516, -1.8500, 6.5634], [2.0955, -0.2809, 6.0772], [-0.8397, 3.3141, -3.5802], [-0.8135, 4.8283, -2.6506], [-3.0790, 4.6907, -2.3094], [-3.4094, 2.2083, -2.0453], [-3.1121, 2.1617, -3.7928], [-4.5169, 3.0365, -3.1768], [4.6148, -0.9831, 3.7664], [4.1166, -2.2659, 4.3300], [4.1356, -2.4137, 5.5340], [3.7045, -3.0863, 3.5355], [4.9493, -0.3582, 4.5856], [5.4261, -1.2235, 3.0863], [3.8023, -0.5179, 3.2154], [-2.2394, -3.8192, 6.2643], [-3.0964, -3.4777, 5.0949], [-3.3480, -2.3075, 4.8981], [-3.4716, -4.4004, 4.4040], [-1.9773, -2.8994, 6.7730], [-2.8136, -4.4869, 6.8990], [-1.3625, -4.3312, 5.8785], [-0.2103, -3.6395, -7.0353], [0.9989, -3.0417, -7.6672], [1.0643, -3.0290, -8.8773], [1.8412, -2.5955, -6.9158], [-0.8649, -3.9900, -7.8239], [0.1310, -4.4513, -6.4001], [-0.6805, -2.8677, -6.4308], [-1.9034, 7.9584, -1.9073], [-1.5908, 7.3516, -0.5840], [-2.5026, 6.8587, 0.0462], [-0.4305, 7.3740, -0.2323], [-2.9673, 7.8587, -2.0838], [-1.5944, 8.9981, -1.8648], [-1.3189, 7.4229, -2.6498]], "forces_ev_per_angstrom": [[-0.556, -2.519, 0.091], [0.493, 2.448, -0.119], [0.054, -0.376, -0.004], [-0.003, -0.145, -0.083], [-0.104, 0.236, -0.115], [0.263, 0.025, 0.091], [-0.234, -0.143, -0.038], [0.205, -0.149, -0.006], [-0.178, -0.498, -0.249], [-0.010, 0.400, -0.196], [0.016, 0.168, 0.153], [-0.025, 0.046, 0.023], [0.016, -0.089, -0.038], [-0.202, 0.067, -0.129], [0.003, -0.094, -0.278], [0.055, 0.299, 0.329], [0.102, -0.108, -0.163], [-0.125, -0.052, 0.178], [0.113, 0.193, 0.135], [0.086, -0.073, 0.041], [0.274, -0.102, -0.385], [-0.230, 0.252, -0.096], [-0.075, -0.057, 0.050], [-0.100, -0.184, -0.021], [-0.019, -0.125, -0.082], [-0.124, -0.467, 0.149], [-6.309, -0.111, 0.770], [-5.107, 0.902, 0.537], [-0.410, -0.054, -0.095], [-0.026, -0.104, -0.056], [0.177, -0.177, 0.017], [-0.106, 0.075, 0.046], [-0.007, 0.080, -0.245], [0.147, 0.361, -0.015], [0.240, -0.391, -0.094], [0.080, -0.139, -0.133], [-0.061, -0.059, 0.070], [0.050, 0.039, 0.081], [0.019, 0.047, 0.067], [-0.031, -0.119, 0.085], [-0.002, 0.048, -0.131], [-0.021, -0.018, 0.056], [0.197, -0.018, -0.259], [-0.122, 0.130, 0.112], [0.263, 0.127, -0.362], [0.084, -0.017, -0.105], [-0.096, -0.044, 0.040], [-0.099, 0.047, 0.003], [0.058, 0.020, -0.007], [-0.002, 0.035, -0.040], [0.140, -0.016, 0.018], [0.027, -0.011, -0.014], [0.083, -0.077, 0.058], [-0.069, 0.010, 0.083], [0.014, -0.036, -0.106], [-0.130, 0.021, 0.026], [0.061, 0.050, -0.008], [-0.104, 0.022, 0.069], [0.069, -0.023, -0.109], [-0.023, -0.225, -0.149], [-0.119, 0.135, 0.001], [-0.055, -0.039, 0.084], [0.036, -0.011, -0.111], [-0.191, 0.055, 0.098], [-0.113, 0.011, 0.319], [-0.130, -0.187, 0.716], [-0.092, 0.001, -0.015], [0.069, -0.005, -0.085], [-0.009, 0.051, 0.054], [0.039, 0.055, 0.170], [0.072, 0.153, -0.131], [-0.059, -0.011, 0.097], [0.004, 0.181, -0.015], [-0.292, -0.110, -0.098], [0.003, 0.089, 0.005], [-0.604, 0.169, -0.022], [-2.498, -1.876, 1.868], [-0.028, -0.119, 0.086], [-4.711, 1.730, 0.091], [0.071, -0.042, 0.095], [0.047, 0.232, -0.051], [0.034, -0.022, -0.045], [0.049, 0.066, -0.013], [-0.002, -0.024, 0.053], [-0.050, 0.016, 0.116], [-0.011, 0.006, -0.073], [0.007, -0.035, 0.047], [-0.003, -0.010, -0.038], [-0.230, 0.568, 0.458], [0.081, 0.002, 0.064], [0.537, 0.486, -0.534], [4.369, 0.766, -0.938], [1.265, -1.547, 2.074], [13.219, -0.201, -3.752], [-0.020, -0.048, 0.093], [0.131, 0.014, 0.045], [0.480, 0.207, -0.113], [0.025, 0.067, 0.027], [0.122, -0.009, -0.070], [-0.057, 0.001, 0.059], [-0.037, -0.033, -0.003], [-0.003, 0.006, -0.008], [0.007, -0.031, -0.010], [-0.002, -0.024, -0.014], [-0.031, -0.025, -0.069], [-0.027, 0.052, 0.034], [-0.019, -0.012, -0.025], [0.047, -0.033, 0.026], [0.006, 0.001, -0.006], [0.007, 0.013, 0.031], [0.011, -0.006, 0.017], [-0.073, 0.000, 0.003], [0.026, -0.058, -0.043], [-0.059, 0.014, -0.002], [0.028, 0.036, 0.013], [-0.004, 0.000, 0.007], [0.035, -0.001, -0.013], [0.024, 0.001, -0.002]], "molar_mass_g_mol": 708.0, "total_charge": 0, "e_tot_ev": -64176.8653, "homo_lumo_gap_ev": 8.325, "lumo_energy_ev": 0.13, "multiplicity": 1, "largest_force_ev_per_a": 13.74}